Density functional theory data (ωB97M-V/def2-TZVPD) for 2 unconnected molecules or ions with the total composition C7H14O.

Properties
<S²>	0.76
energy above the lowest of the compared OMol25 structures with the same formula, charge and spin	14.5	kcal/mol
2S+1	2
net charge	-1

Each line ends with the Mulliken spin population.
Atoms and positions in Å:
C1 -0.764 2.465 0.095  0.2390
C2 -0.085 1.452 -0.771  0.1968
C3 -0.550 1.038 -1.996  0.1854
C4 1.205 0.892 -0.282  -0.0195
C5 0.846 -0.138 0.730  0.1881
C6 0.963 -1.474 0.471  0.1478
C7 0.633 -2.465 1.590  -0.0192
H1 -0.038 2.841 0.839  0.0303
H2 -1.179 3.263 -0.520  -0.0804
H3 -1.458 2.012 0.820  0.0074
H4 -1.463 1.279 -2.545  0.0269
H5 -0.049 0.338 -2.664  0.0349
H6 1.874 1.665 0.178  -0.0291
H7 1.823 0.482 -1.091  -0.1483
H8 0.449 0.115 1.708  0.0535
H9 1.479 -1.852 -0.398  0.0677
H10 -0.127 -2.060 2.257  0.0207
H11 1.510 -2.529 2.263  0.0236
H12 0.396 -3.459 1.216  0.0019
H13 -1.451 -1.826 -0.202  0.0157
H14 -1.873 -0.556 -0.949  -0.0589
O1 -2.141 -1.484 -0.747  0.1157

---

Density functional theory data (ωB97M-V/def2-TZVPD) for C4H8N2O2 in the gas phase.

Properties
energy above the lowest of the compared OMol25 structures with the same formula, charge and spin	57.5	kcal/mol
structure (SMILES)	C=C(O)N(N)C(C)=O

Each line ends with the Löwdin charge.
Atoms and positions in Å:
C1 -1.335 -0.931 1.311  0.0020
N1 -0.251 0.412 -0.458  -0.0934
C2 -1.146 0.401 0.641  -0.4511
C3 1.016 -0.132 -0.304  -0.4001
N2 -0.325 1.489 -1.373  0.0955
C4 1.841 -0.474 -1.276  0.0649
O1 1.311 -0.213 1.076  0.0282
O2 -1.880 1.358 0.806  0.0730
H1 2.126 -0.717 1.192  0.1113
H2 -1.220 1.425 -1.851  0.0958
H3 -0.335 2.367 -0.858  0.0945
H4 -0.815 -0.928 2.270  0.0873
H5 -0.936 -1.744 0.709  0.0859
H6 -2.393 -1.069 1.490  0.0870
H7 2.811 -0.897 -1.073  0.0571
H8 1.531 -0.347 -2.303  0.0620

---

Density functional theory data (ωB97M-V/def2-TZVPD) for a gas-phase ion, C4H8N3S (charge +1).

Properties
<S²>	2.01
energy above the lowest of the compared OMol25 structures with the same formula, charge and spin	22.8	kcal/mol
2S+1	3
net charge	+1

Each line ends with the Mulliken spin population.
Atoms and positions in Å:
C1 0.954 -1.088 -1.306  0.2881
C2 0.870 -2.008 -0.337  0.3386
C3 0.303 0.222 -1.061  0.5538
C4 -0.793 1.773 0.248  0.1407
N1 -0.197 0.587 0.096  0.1218
N2 -0.808 2.360 1.417  0.1289
N3 0.289 -1.883 0.858  0.3870
S1 -1.905 2.719 -0.729  0.0498
H1 1.396 -1.431 -2.255  0.0137
H2 1.122 -3.110 -0.385  0.0104
H3 0.360 0.900 -1.953  0.0247
H4 -1.195 3.301 1.467  -0.0047
H5 0.047 2.136 1.876  -0.0128
H6 0.113 -0.953 1.026  -0.0228
H7 0.397 -2.583 1.584  -0.0186
H8 -2.326 1.869 -1.692  0.0014

---

Density functional theory data (ωB97M-V/def2-TZVPD) for C19H14ClF7N2O3 in the gas phase.

Properties
structure (SMILES)	O=C(COc1c(F)c(F)c(C(F)(F)F)c(F)c1F)Nc1ccc(N2CCOCC2)c(Cl)c1

Each line ends with the Löwdin charge.
Atoms and positions in Å:
O1 4.269 1.310 0.207  0.1102
C1 3.728 1.258 1.282  -0.4500
N1 2.446 1.640 1.546  0.1401
C2 1.350 1.545 0.672  -0.2211
C3 1.486 1.301 -0.689  -0.0004
C4 0.365 1.079 -1.461  0.0024
C5 -0.930 1.082 -0.929  -0.2535
C6 -1.038 1.324 0.451  -0.5599
C7 0.076 1.563 1.232  -0.0613
H1 -0.054 1.734 2.290  0.1145
Cl1 -2.562 1.221 1.269  0.7458
N2 -2.041 0.779 -1.692  -0.1153
C8 -1.890 0.038 -2.927  -0.1481
H2 -1.086 -0.690 -2.824  0.1154
C9 -3.205 -0.708 -3.184  -0.1866
O2 -4.300 0.173 -3.262  -0.1287
C10 -4.428 0.913 -2.070  -0.1911
C11 -3.153 1.707 -1.784  -0.1620
H3 -3.260 2.275 -0.862  0.0780
H4 -2.980 2.412 -2.613  0.1340
H5 -5.278 1.582 -2.213  0.1271
H6 -4.630 0.236 -1.226  0.1252
H7 -3.166 -1.234 -4.139  0.1272
H8 -3.365 -1.433 -2.373  0.1283
H9 -1.682 0.706 -3.778  0.1328
H10 0.496 0.902 -2.516  0.1123
H11 2.466 1.286 -1.137  0.1078
H12 2.186 1.729 2.521  0.1509
C12 4.408 0.643 2.521  -0.0474
H13 5.262 0.046 2.188  0.1358
H14 4.755 1.411 3.216  0.1423
O3 3.468 -0.134 3.267  0.0066
C13 2.588 -0.881 2.573  -0.1475
C14 1.280 -0.967 3.071  -0.1344
C15 0.263 -1.611 2.381  -0.1492
C16 0.516 -2.194 1.142  0.0415
C17 1.827 -2.180 0.667  -0.1404
C18 2.849 -1.559 1.373  -0.1190
F1 4.089 -1.602 0.878  0.1289
F2 2.116 -2.771 -0.487  0.1447
C19 -0.560 -2.832 0.295  -0.5695
F3 -1.793 -2.555 0.707  0.1654
F4 -0.485 -2.417 -0.978  0.1507
F5 -0.447 -4.168 0.271  0.1621
F6 -0.955 -1.621 2.907  0.1322
F7 1.000 -0.340 4.219  0.1232

---

Density functional theory data (ωB97M-V/def2-TZVPD) for a molecular structure, C4H9NS2.

Properties
energy above the lowest of the compared OMol25 structures with the same formula, charge and spin	187.1	kcal/mol

Each line ends with the Löwdin charge.
Atoms and positions in Å:
C1 -0.799 -0.160 1.305  -0.1117
C2 -0.504 -0.113 -0.077  -0.8238
C3 0.838 -0.522 -0.798  -0.6528
C4 0.301 0.953 -0.682  -0.7092
H1 -1.619 -1.095 1.412  0.1423
H2 -1.523 0.641 1.670  0.0896
H3 0.087 -0.020 2.215  0.1159
H4 -2.299 0.617 -1.156  0.2150
H5 -1.351 -1.214 -1.689  0.2271
H6 0.762 -1.086 -1.791  0.0958
H7 2.110 -0.677 1.835  0.1351
H8 -0.107 1.083 -1.666  0.0815
H9 2.116 1.038 0.241  -0.1878
N1 -1.683 -0.392 -0.665  -0.0178
S1 2.314 -1.205 -0.089  0.6408
S2 1.357 2.152 -0.065  0.7599

---

Density functional theory data (ωB97M-V/def2-TZVPD) for C5H9NS in the gas phase.

Properties
energy above the lowest of the compared OMol25 structures with the same formula, charge and spin	97.8	kcal/mol
structure (SMILES)	CN1CC[C@@H]1C=S

Each line ends with the Löwdin charge.
Atoms and positions in Å:
C1 -0.894 1.701 -0.129  -0.1498
C2 -1.171 -0.965 0.054  -0.2004
C3 0.173 -1.578 -0.041  -0.1429
C4 0.697 -0.113 -0.227  -0.4768
C5 1.851 0.201 0.540  -0.6274
H1 -1.552 2.495 0.636  0.1216
H2 -1.342 1.487 -1.201  0.0850
H3 0.014 2.548 -0.349  0.1216
H4 -1.700 -0.769 -0.972  0.1234
H5 -1.942 -1.649 0.527  0.1147
H6 0.291 -1.920 1.106  0.1605
H7 0.315 -2.442 -0.707  0.1154
H8 0.744 0.056 -1.323  0.1491
H9 1.643 0.441 1.599  0.0827
N1 -0.514 0.400 0.551  -0.1285
S1 3.387 0.106 -0.067  0.6517

---

| no. | electronic energy (Eh) |
| --- | --- |
| 1 | -350.25417 |
| 2 | -417.16429 |
| 3 | -719.29755 |
| 4 | -2226.90057 |
| 5 | -1008.64507 |
| 6 | -648.69732 |